Entry 1:
32
Properties=species:S:1:pos:R:3:forces:R:3 method="wB97M-V/def2-TZVPD" homo_lumo_gap_ev=7.870 charge=-1 molar_mass_da=327.855 spin_multiplicity=1 de_lowest_kcal_mol=0.0 homo_ev=-5.069
Sr 0.9980 -0.1904 0.7085 -0.021 0.123 0.019
O -0.9411 1.7643 -0.0175 -0.056 -0.001 -0.115
C -1.6758 1.4404 -1.1980 -0.002 -0.013 0.023
C -1.8585 -0.0613 -1.3340 0.016 -0.102 0.119
N -0.6040 -0.8088 -1.3174 0.103 0.001 -0.078
C -0.8578 -2.2539 -1.2544 0.020 0.017 -0.014
C 0.3831 -3.0829 -0.8288 0.023 0.051 -0.208
O 0.5626 -4.1520 -1.4056 -0.031 -0.009 0.111
O 1.0875 -2.5678 0.1017 -0.049 0.310 0.028
C 0.2402 -0.4957 -2.4825 -0.018 0.116 0.049
C 0.9605 0.8806 -2.4333 0.111 -0.217 -0.137
O 1.0268 1.5152 -3.4822 -0.022 0.018 0.052
O 1.4624 1.2085 -1.3014 -0.124 -0.117 0.204
H -0.0879 2.1240 -0.3115 -0.018 -0.049 -0.069
H -1.1903 1.8561 -2.0811 0.005 0.028 -0.002
H -2.6643 1.9004 -1.1162 -0.017 -0.010 -0.031
H -2.4306 -0.2779 -2.2514 -0.031 0.071 -0.012
H -2.4546 -0.4108 -0.4854 -0.011 0.002 -0.026
H -1.2296 -2.6335 -2.2139 -0.001 -0.033 0.018
H -1.6274 -2.4320 -0.4977 -0.029 -0.006 -0.009
H -0.3378 -0.5507 -3.4132 -0.012 -0.018 -0.002
H 1.0230 -1.2578 -2.5321 0.006 0.020 -0.028
C 0.9136 -0.2705 3.5350 -0.015 -0.016 0.046
C 2.1249 0.4006 3.2654 0.059 -0.175 -0.001
C 1.8135 1.6875 2.7801 -0.190 0.070 -0.010
C 0.4071 1.8154 2.7590 0.208 -0.027 -0.032
C -0.1487 0.6046 3.2149 0.084 -0.055 0.068
H 0.8161 -1.2791 3.9126 0.006 0.012 0.039
H 3.1182 -0.0022 3.4128 -0.003 0.015 0.028
H 2.5249 2.4495 2.4945 0.004 0.012 0.004
H -0.1505 2.6849 2.4439 0.013 -0.006 -0.029
H -1.2034 0.3954 3.3291 -0.006 -0.011 -0.007


Entry 2:
10
Properties=species:S:1:pos:R:3:forces:R:3 method="wB97M-V/def2-TZVPD" homo_lumo_gap_ev=8.105 molar_mass_da=91.135 spin_multiplicity=1 de_lowest_kcal_mol=103.1 homo_ev=-8.243
C 1.6113 -0.0487 -0.0415 1.677 -0.531 -1.114
C -0.7390 0.3120 -0.2418 5.060 -0.454 1.937
H 2.4854 -0.7781 -0.4957 -2.467 1.700 1.099
H 1.4868 1.0724 -0.6702 1.248 -3.576 2.072
H 1.7343 0.0238 1.1054 0.300 0.526 -1.930
H -1.9361 -1.3498 0.5471 1.570 3.546 -3.466
H -2.8806 -0.0977 0.2425 3.109 1.770 -1.862
N -1.8790 -0.2749 -0.1850 -6.823 -6.693 4.496
O 0.3250 -0.7047 -0.1860 -1.087 1.995 -0.801
S -0.2083 1.8458 -0.0747 -2.589 1.718 -0.430


Entry 3:
13
Properties=species:S:1:pos:R:3:forces:R:3 method="wB97M-V/def2-TZVPD" homo_lumo_gap_ev="8.091 / 6.877" molar_mass_da=115.088 spin_multiplicity=1 de_lowest_kcal_mol=151.5 homo_ev="-7.699 / -6.994"
C -2.4707 0.3235 0.4792 -0.844 0.994 0.426
C 1.9627 0.1080 -0.9481 0.483 -0.941 -0.569
N 2.7980 -0.1606 0.0686 0.215 0.062 0.110
C -0.1519 -0.4999 -0.2804 1.928 0.743 -0.288
C -0.2398 0.7047 -0.0959 -2.421 -0.795 0.455
O -2.9267 -0.9513 0.6219 0.249 0.120 0.001
O -3.1508 1.2842 0.7114 0.344 -0.468 -0.120
O 2.2308 0.4015 -2.0743 -0.113 0.102 0.351
H -3.8416 -0.9084 0.9752 0.335 0.110 -0.190
H 2.4369 -0.3456 0.9882 0.008 -0.028 -0.130
H 3.8038 -0.1663 -0.0797 -0.200 0.111 0.044
H -0.2638 -1.5604 -0.2778 -0.073 0.004 -0.086
H -0.1870 1.7707 -0.0883 0.089 -0.014 -0.005


Entry 4:
65
Properties=species:S:1:pos:R:3:forces:R:3 method="wB97M-V/def2-TZVPD" homo_lumo_gap_ev=8.007 molar_mass_da=456.543 spin_multiplicity=1 de_lowest_kcal_mol=101.8 homo_ev=-7.252
C 5.3598 0.3724 1.0396 0.148 0.157 0.049
O 4.3502 -0.5738 0.7994 -0.326 -0.181 -0.173
C 3.3322 -0.2297 -0.0621 -0.011 -0.115 0.008
C 3.1450 1.0276 -0.6177 0.247 -0.098 0.274
C 2.0838 1.2588 -1.4738 -0.210 -0.072 -0.017
C 1.1667 0.2557 -1.7997 0.384 0.035 0.060
N 0.1692 0.5139 -2.7210 -0.234 -0.009 -0.113
C -0.6668 -0.5314 -3.2497 -0.159 -0.049 0.022
C -1.9332 -0.7254 -2.4037 0.127 -0.265 0.012
N -2.3641 0.5672 -1.8852 0.044 0.173 0.076
C -3.7127 0.6019 -1.3469 0.043 -0.366 0.120
C -3.7695 -0.2175 -0.0398 0.036 0.003 -0.213
N -2.7763 0.2492 0.8860 -0.156 0.355 0.216
C -1.5726 -0.3101 1.0511 -0.288 -0.038 0.003
O -1.2161 -1.4015 0.6408 0.065 -0.114 -0.034
C -0.6599 0.5808 1.8988 0.240 0.104 0.061
O -1.0539 1.6470 2.3434 -0.068 0.095 0.054
N 0.5556 0.0559 2.0596 0.084 -0.409 -0.062
C 1.5934 0.6474 2.8597 0.128 0.254 0.550
C 1.9608 -0.2486 4.0547 -0.427 -0.031 -0.340
C 2.5869 -1.5859 3.6226 -0.026 0.091 0.175
C 3.7115 -1.7783 4.6385 -0.042 0.250 0.022
C 4.1177 -0.3299 4.8949 0.267 -0.199 0.045
O 2.9116 0.4097 4.8810 -0.070 0.158 -0.064
C -4.7714 0.1453 -2.3106 -0.045 1.032 -0.296
C -5.4271 0.8298 -3.2937 0.339 -0.232 0.524
C -6.2690 -0.1082 -3.9397 -0.009 -0.558 0.130
C -6.0603 -1.2917 -3.3050 -0.497 0.273 -0.694
O -5.1544 -1.1504 -2.3227 0.236 -0.217 0.414
C -2.0106 1.6541 -2.7696 0.139 -0.015 -0.064
C -0.4797 1.8103 -2.7437 -0.060 0.268 -0.202
C 1.3608 -1.0027 -1.2189 -0.049 0.059 -0.072
C 2.4216 -1.2373 -0.3710 0.323 0.133 0.077
H 6.0931 -0.1294 1.6701 -0.017 0.087 -0.029
H 4.9754 1.2541 1.5660 0.013 -0.017 -0.031
H 5.8427 0.6908 0.1101 -0.022 0.004 0.022
H 3.8236 1.8392 -0.4054 0.081 0.050 0.041
H 1.9869 2.2389 -1.9142 -0.015 0.080 -0.076
H -0.1044 -1.4617 -3.3170 -0.059 0.025 -0.073
H -0.9404 -0.2405 -4.2710 0.023 -0.131 0.062
H -2.7066 -1.2091 -3.0207 0.045 0.028 -0.011
H -1.7108 -1.3697 -1.5500 -0.078 -0.071 -0.134
H -3.9183 1.6511 -1.0977 -0.041 -0.150 -0.060
H -4.7642 -0.1216 0.4030 0.070 -0.104 -0.055
H -3.5669 -1.2696 -0.2441 -0.118 0.044 0.041
H -2.8569 1.1877 1.2629 0.109 -0.147 0.028
H 0.7338 -0.8216 1.5846 -0.139 0.126 -0.027
H 2.4828 0.8198 2.2483 0.000 0.024 0.039
H 1.2207 1.6065 3.2265 0.087 -0.081 -0.075
H 1.0564 -0.4080 4.6586 0.081 -0.002 -0.112
H 1.8638 -2.3980 3.6304 -0.035 -0.041 -0.048
H 3.0108 -1.4923 2.6223 -0.003 -0.019 -0.063
H 4.5315 -2.3812 4.2564 0.045 -0.070 0.009
H 3.3302 -2.2277 5.5561 0.036 -0.027 0.025
H 4.5936 -0.1678 5.8636 0.032 -0.012 -0.079
H 4.7901 0.0266 4.1014 0.005 -0.024 0.062
H -5.3285 1.8711 -3.5237 0.073 0.242 0.023
H -6.9332 0.0786 -4.7580 -0.169 -0.052 -0.169
H -6.4765 -2.2686 -3.4502 -0.002 -0.166 0.062
H -2.3717 1.4948 -3.7996 -0.014 0.071 0.046
H -2.4620 2.5777 -2.4019 0.003 -0.006 -0.054
H -0.2025 2.3608 -1.8420 -0.022 -0.018 -0.051
H -0.1569 2.3874 -3.6223 -0.040 0.101 0.109
H 0.6711 -1.8086 -1.4034 -0.118 -0.075 -0.026
H 2.5638 -2.2143 0.0655 0.018 -0.138 0.053


Entry 5:
36
Properties=species:S:1:pos:R:3:forces:R:3 method="wB97M-V/def2-TZVPD" homo_lumo_gap_ev=6.211 charge=+1 molar_mass_da=375.233 spin_multiplicity=1 homo_ev=-11.327
I 5.1903 -2.6710 3.1425 0.164 0.062 -1.091
C 5.3627 -2.2246 0.9881 -0.043 1.014 -0.907
C 4.9987 -0.6256 0.8109 -0.381 -0.003 0.526
C 4.4263 -0.2681 -0.7083 -0.246 0.714 0.769
C 3.0576 0.6549 -0.4416 -2.689 -1.161 -0.765
C 1.6247 -0.1653 -0.5798 1.166 4.898 1.222
C 0.2467 0.6791 -0.2816 0.705 -1.036 -0.261
C -1.1773 -0.1408 -0.3683 -1.003 4.372 1.110
C -2.5811 0.6704 -0.0716 3.355 -0.116 -0.059
C -3.9964 -0.2202 -0.1269 -1.167 -0.937 -1.002
C -4.4149 -0.7944 -1.6009 -3.193 -1.515 3.256
C -5.7984 -1.7187 -1.6664 1.187 1.636 4.668
C -6.5924 -1.9789 -0.2176 4.136 2.673 -0.977
C -5.9419 -1.2605 1.1031 0.672 -0.355 -2.492
N -4.7001 -0.4186 1.1842 -2.074 -2.359 -5.431
C -2.5044 2.2702 0.2797 3.744 -0.482 -0.282
C -1.0451 3.0832 0.3620 -1.009 -3.334 -0.497
C 0.3870 2.2802 0.0952 0.022 -0.633 -0.113
C 1.8792 2.9679 0.1910 -0.710 -3.419 -0.741
N 3.1543 2.1436 -0.0864 -4.766 -1.464 0.023
H 6.4689 -2.4476 0.6726 -2.372 0.262 0.527
H 4.5576 -2.8756 0.4171 1.900 1.282 1.261
H 4.1445 -0.3903 1.5960 1.705 -0.500 -1.723
H 5.8995 0.0963 1.1046 -1.818 -1.791 -0.741
H 5.2461 0.3062 -1.3186 -1.776 -0.946 1.122
H 4.1594 -1.2569 -1.3190 0.259 2.360 1.456
H 1.6455 -1.3131 -0.8813 -0.012 2.862 0.772
H -1.1795 -1.2873 -0.6146 0.005 2.579 0.557
H -3.8463 -0.6292 -2.6110 -0.993 -0.102 2.444
H -6.2420 -2.1870 -2.6426 1.163 1.097 2.008
H -7.5603 -2.6484 -0.1722 2.242 1.619 0.008
H -6.5086 -1.4655 2.1344 1.593 0.695 -2.485
H -3.5089 2.8797 0.4888 2.569 -1.542 -0.515
H -0.9715 4.2368 0.6454 -0.426 -2.857 -0.717
H 2.0228 4.0970 0.4905 -0.211 -2.614 -0.735
H 4.0975 2.6225 0.0023 -1.697 -0.959 -0.192


E list, top to bottom, in eV: -24202.84597; -16523.90938; -11855.43127; -41605.06558; -28942.90778